1.
Computed, not measured: the molecule C23H32N2O4, with wB97M-V/def2-TZVPD.

Geometry (Å):
C: 6.83410 1.87102 0.32999
C: 5.70077 0.93010 0.05202
C: 4.79830 0.52640 0.98309
C: 3.75216 -0.39068 0.59881
C: 2.77000 -0.87934 1.46694
C: 1.80298 -1.76255 1.04460
C: 1.78463 -2.19857 -0.28405
C: 2.74363 -1.72160 -1.16910
C: 3.71423 -0.83113 -0.73429
O: 4.61543 -0.41020 -1.64767
C: 5.62158 0.45596 -1.32852
O: 6.38115 0.77623 -2.21176
H: 2.74130 -2.04854 -2.19563
O: 0.87872 -3.06413 -0.80654
C: -0.09539 -3.64556 0.04809
C: -0.85583 -4.68265 -0.77403
H: -1.33337 -4.20515 -1.62606
H: -1.61454 -5.14999 -0.15320
H: -0.16895 -5.44188 -1.13850
C: -1.08938 -2.60183 0.58819
O: -1.60737 -2.71438 1.67935
N: -1.32729 -1.60467 -0.27672
H: -0.82604 -1.59968 -1.15357
C: -2.17644 -0.47136 0.01522
C: -3.30334 -0.34583 -1.00484
H: -3.79974 -1.30736 -1.13877
H: -2.88230 -0.04507 -1.96699
C: -4.31889 0.69563 -0.51098
N: -3.62811 1.67821 0.31182
H: -4.21170 2.49427 0.44769
C: -2.25629 2.07462 0.04928
C: -1.35379 0.81710 0.02235
H: -0.69032 0.80925 0.88765
H: -0.72608 0.83533 -0.87195
C: -2.07378 2.88254 -1.25150
H: -2.23142 2.26328 -2.13047
H: -1.06540 3.28760 -1.29878
H: -2.77732 3.71283 -1.28068
C: -1.84774 2.97021 1.22689
H: -2.02835 2.44810 2.16239
H: -0.79463 3.23068 1.16051
H: -2.43028 3.88903 1.22708
C: -5.07139 1.31415 -1.70200
H: -4.39689 1.83958 -2.37199
H: -5.57833 0.53571 -2.26738
H: -5.81940 2.01990 -1.34542
C: -5.34945 0.01663 0.40515
H: -4.84868 -0.49103 1.22382
H: -5.94014 -0.70675 -0.15077
H: -6.01945 0.76150 0.82704
H: -2.59642 -0.65409 1.00745
H: 0.38775 -4.13651 0.90339
H: 1.06243 -2.10416 1.74924
H: 2.76249 -0.56049 2.49648
C: 4.85044 0.99497 2.40398
H: 3.92405 1.50592 2.66259
H: 4.96509 0.14327 3.07294
H: 5.67819 1.67585 2.56587
H: 7.50400 1.46294 1.08533
H: 6.46619 2.83570 0.67623
H: 7.39464 2.02070 -0.58932

Computed properties:
SMILES string: Cc1c(C)c2ccc(O[C@H](C)C(=O)NC3CC(C)(C)NC(C)(C)C3)cc2oc1=O
Orbital gap: 0.315 Eh

---

2.
Computed, not measured: the molecule C23H32N4O6S, with wB97M-V/def2-TZVPD.

Geometry (Å):
C: -5.07743 -2.97786 -3.03424
C: -4.22036 -1.74699 -2.80851
H: -4.82969 -0.83874 -2.75306
H: -3.48700 -1.61606 -3.61275
O: -3.52332 -1.90548 -1.56973
C: -2.82333 -0.84816 -1.14963
O: -2.73282 0.17353 -1.79472
C: -2.18280 -1.07578 0.14506
C: -1.69196 -2.25983 0.66536
N: -1.18414 -1.99399 1.90145
C: -1.34598 -0.66678 2.19987
C: -1.94671 -0.06652 1.12161
S: -2.46596 1.61985 0.96422
O: -3.86304 1.62745 0.64363
O: -2.04569 2.34804 2.13520
N: -1.50359 2.14501 -0.28368
H: -1.86126 1.79212 -1.16330
C: -1.07581 3.52796 -0.29558
C: 0.34517 3.63578 -0.85276
O: 0.57965 4.29014 -1.85186
N: 1.31506 2.98554 -0.17576
C: 1.13820 2.11083 0.95676
H: 0.17764 2.26887 1.44035
C: 1.25763 0.65399 0.49784
N: 2.55444 0.45549 -0.11353
C: 3.03600 -0.85093 -0.20251
C: 2.20752 -1.95878 -0.04598
C: 2.71365 -3.24861 -0.04782
C: 4.06522 -3.45669 -0.22095
C: 4.91331 -2.37098 -0.38706
C: 4.42252 -1.07648 -0.37114
O: 5.20977 0.03728 -0.49257
C: 6.60029 -0.12731 -0.61333
H: 7.02379 -0.63951 0.25669
H: 6.86662 -0.67555 -1.52324
H: 7.00940 0.88049 -0.67038
H: 5.96875 -2.55235 -0.51335
H: 4.47217 -4.45616 -0.22786
H: 2.04652 -4.09019 0.07303
H: 1.14365 -1.81048 0.05590
C: 2.75612 1.34622 -1.24267
C: 2.61429 2.80007 -0.78886
H: 2.68901 3.47547 -1.64174
H: 3.39205 3.03699 -0.05751
H: 3.74987 1.18480 -1.65458
H: 2.00541 1.14787 -2.02556
H: 1.17673 -0.00001 1.36648
H: 0.42797 0.44287 -0.19514
H: 1.94153 2.32526 1.67098
H: -1.72048 4.16064 -0.91573
H: -1.11792 3.88873 0.73519
C: -0.93339 -0.07931 3.49943
H: 0.13479 -0.20723 3.67389
H: -1.16896 0.98035 3.48333
H: -1.47674 -0.54256 4.32326
C: -0.52973 -2.96493 2.73594
H: -1.07459 -3.90812 2.70923
H: -0.49875 -2.60586 3.76130
H: 0.49374 -3.14004 2.39275
C: -1.61994 -3.61603 0.06506
H: -0.59224 -3.97868 0.04851
H: -2.22343 -4.32263 0.63528
H: -2.00370 -3.58432 -0.94869
H: -5.62796 -2.87214 -3.96434
H: -5.78177 -3.09584 -2.21547
H: -4.45529 -3.86744 -3.08928

Computed properties:
SMILES string: CCOC(=O)c1c(S(=O)(=O)NCC(=O)N2CCN(c3ccccc3OC)CC2)c(C)n(C)c1C
Orbital gap: 0.305 Eh